1.
93
Properties=species:S:1:pos:R:3:forces:R:3 method="wB97M-V/def2-TZVPD" total_charge=0 spin_multiplicity=5 max_force_ha_per_bohr=0.050 s2=6.01 gap_ev="5.447 / 7.428" energy_ha=-3621.3409 homo_ev="-4.91 / -6.89"
Cr 0.322 0.094 -0.326 -0.8 1.1 1.4
C 1.853 1.703 1.762 0.0 0.0 0.1
N 1.824 1.751 0.288 0.0 0.3 0.1
C 3.202 1.445 -0.164 0.1 -0.1 -0.1
C 3.505 1.206 -1.656 -0.3 0.1 0.1
C 2.508 0.278 -2.377 0.2 -0.1 -0.3
N 1.890 -0.599 -1.417 2.1 -1.2 -0.8
C 2.316 -1.815 -1.337 -0.1 0.8 -0.6
C 2.111 -2.681 -0.224 -0.3 -0.5 0.8
C 2.562 -4.012 -0.292 0.0 0.2 -0.1
C 2.603 -4.823 0.816 0.1 -0.3 -0.1
C 2.223 -4.299 2.056 -0.1 0.4 -0.1
C 1.757 -3.007 2.157 0.0 -0.4 0.2
C 1.613 -2.172 1.026 0.3 0.2 -0.5
O 1.149 -0.977 1.148 -0.1 -0.2 0.3
C 1.395 3.112 -0.069 0.1 0.1 -0.3
C 0.942 3.321 -1.511 -0.1 -0.3 0.1
C -0.426 2.702 -1.804 0.2 0.5 -0.1
N -0.434 1.253 -1.861 -0.5 0.1 -0.7
C -0.942 0.741 -2.938 0.2 0.4 0.4
C -1.290 -0.617 -3.172 0.0 -0.8 -0.1
C -1.812 -0.969 -4.435 0.0 0.0 0.1
C -2.246 -2.240 -4.710 -0.1 0.1 -0.4
C -2.179 -3.223 -3.713 0.2 0.2 0.4
C -1.668 -2.925 -2.472 -0.2 -0.4 -0.3
C -1.205 -1.625 -2.151 0.1 0.6 0.1
O -0.756 -1.375 -0.983 -0.8 -0.8 -0.1
H 2.486 2.507 2.168 0.0 0.0 0.0
H 2.233 0.742 2.089 0.0 0.0 0.0
H 0.837 1.803 2.144 0.0 0.0 0.0
H 3.478 0.527 0.354 0.0 0.0 0.1
H 3.872 2.245 0.185 0.0 -0.1 0.1
H 4.495 0.743 -1.673 0.0 0.0 0.0
H 3.591 2.146 -2.203 0.0 0.0 0.0
H 3.026 -0.282 -3.170 0.0 0.1 0.0
H 1.733 0.875 -2.851 0.0 0.0 -0.1
H 2.938 -2.195 -2.158 0.1 -0.1 0.0
H 2.907 -4.387 -1.250 0.0 0.0 0.0
H 2.954 -5.844 0.740 0.0 0.0 0.0
H 2.301 -4.907 2.949 0.0 0.0 0.0
H 1.475 -2.609 3.122 -0.1 0.1 0.0
H 2.203 3.823 0.165 0.0 0.0 0.1
H 0.542 3.352 0.571 0.1 0.0 0.0
H 1.678 2.946 -2.218 0.0 0.1 -0.1
H 0.861 4.399 -1.674 0.0 0.0 0.0
H -0.805 3.124 -2.744 0.0 -0.1 0.0
H -1.104 3.019 -1.005 0.0 -0.1 0.0
H -1.170 1.423 -3.764 -0.1 0.0 0.0
H -1.875 -0.201 -5.200 0.0 0.0 0.0
H -2.635 -2.481 -5.691 0.0 0.0 0.0
H -2.536 -4.224 -3.920 0.0 0.0 0.0
H -1.596 -3.681 -1.699 0.0 0.0 0.0
C -5.118 -1.234 4.262 0.0 0.0 -0.1
N -4.181 -1.641 3.231 0.3 -0.1 0.1
C -4.165 -3.071 2.946 0.0 0.0 -0.1
P -2.753 -0.806 3.070 -0.8 0.8 0.5
O -1.830 -1.429 2.139 0.4 -0.4 -0.3
O -3.305 0.669 2.599 0.3 -0.4 -0.4
P -2.895 1.491 1.253 -0.4 0.7 0.4
O -1.479 1.407 0.841 -0.4 -0.1 0.3
N -4.117 1.112 0.198 0.5 -0.4 0.2
C -4.910 -0.106 0.332 0.0 -0.1 0.0
C -3.896 1.498 -1.191 0.0 0.2 0.0
N -3.245 3.060 1.688 0.0 -0.3 0.0
C -4.595 3.383 2.127 0.1 0.1 -0.1
C -2.211 3.826 2.370 0.0 0.0 -0.1
N -2.182 -0.434 4.604 0.1 0.1 -0.6
C -2.190 0.927 5.119 -0.1 0.0 0.0
C -0.986 -1.187 4.976 -0.1 -0.1 0.1
H -6.132 -1.506 3.959 0.0 0.1 0.0
H -5.069 -0.153 4.392 -0.1 0.0 0.1
H -4.906 -1.715 5.224 0.0 0.0 0.0
H -5.104 -3.359 2.465 0.0 0.0 0.0
H -4.049 -3.667 3.859 0.0 0.0 0.0
H -3.339 -3.282 2.270 -0.1 -0.1 0.0
H -5.129 -0.294 1.379 0.0 -0.1 0.0
H -4.403 -0.982 -0.086 0.0 0.0 0.0
H -5.849 0.039 -0.206 0.0 0.0 0.0
H -3.329 2.428 -1.219 0.0 0.0 -0.1
H -4.863 1.664 -1.670 0.0 0.0 0.0
H -3.352 0.734 -1.749 0.0 -0.1 0.0
H -5.301 2.716 1.639 -0.1 0.1 0.0
H -4.830 4.414 1.852 0.0 0.0 0.0
H -4.700 3.284 3.214 0.0 0.0 0.0
H -1.245 3.357 2.195 0.0 0.1 0.0
H -2.395 3.876 3.449 0.0 0.0 0.0
H -2.187 4.847 1.978 0.0 0.0 0.1
H -3.121 1.421 4.851 0.0 0.1 0.1
H -1.352 1.527 4.741 0.0 0.0 0.0
H -2.116 0.884 6.207 0.0 0.0 0.0
H -1.061 -2.199 4.582 0.1 0.0 0.0
H -0.922 -1.230 6.066 0.0 0.0 0.0
H -0.070 -0.734 4.582 0.0 0.0 0.0

2.
16
Properties=species:S:1:pos:R:3:forces:R:3 method="wB97M-V/def2-TZVPD" total_charge=0 e_above_lowest_kj_mol=498.3 max_force_ha_per_bohr=0.008 gap_ev="7.386 / 7.387" energy_ha=-288.5922 homo_ev="-7.86 / -7.87"
C 2.201 0.430 2.222 -0.2 0.1 0.0
C 1.090 0.701 1.249 0.1 -0.4 0.0
C 1.203 -0.081 0.051 -0.2 -0.1 0.1
C 0.166 -0.310 -0.793 0.0 0.0 0.1
C -1.255 0.026 -0.615 0.2 0.2 0.2
C -2.126 0.238 -1.805 0.0 0.2 -0.2
N -2.148 -1.038 -1.121 -0.2 -0.1 0.1
H 2.042 0.926 3.186 0.1 -0.1 -0.2
H 3.172 0.780 1.829 -0.2 0.0 -0.1
H 2.335 -0.654 2.389 -0.1 0.2 -0.1
H 2.099 -0.650 -0.208 0.3 0.2 0.0
H 0.359 -0.914 -1.682 -0.1 0.0 0.1
H -1.515 0.530 0.311 0.0 0.0 -0.2
H -1.692 0.220 -2.803 0.0 0.0 0.2
H -2.963 0.922 -1.684 0.1 -0.1 0.0
H -2.967 -1.125 -0.525 0.1 0.1 0.0

3.
66
Properties=species:S:1:pos:R:3:forces:R:3 method="wB97M-V/def2-TZVPD" total_charge=-1 max_force_ha_per_bohr=0.057 gap_ev=6.439 energy_ha=-4535.8744 homo_ev=-4.51
O -0.516 1.298 -5.400 0.4 0.0 0.1
Ga 0.763 1.562 -4.010 0.0 0.3 0.2
C 2.673 1.636 -4.792 -2.7 -0.4 1.1
C 2.838 1.640 -6.146 0.6 0.0 -0.6
C 4.132 1.718 -6.620 -0.7 0.0 -0.8
C 5.142 1.789 -5.707 1.7 0.1 -0.3
N 5.016 1.771 -4.391 -0.1 0.1 0.6
C 3.755 1.696 -3.951 0.7 0.1 -0.2
H -0.587 2.163 -5.810 -0.2 0.0 -0.1
H 0.579 0.375 -2.949 0.1 -0.1 0.0
H 0.503 3.027 -3.390 0.0 -0.1 -0.1
H 1.990 1.580 -6.816 -0.1 0.0 -0.1
H 4.343 1.736 -7.682 0.2 0.0 -0.1
H 6.157 1.878 -6.095 0.1 -0.1 0.2
H 3.597 1.699 -2.879 0.2 0.0 0.1
C -2.202 5.883 0.947 0.0 0.1 0.0
O -1.772 4.596 1.398 -0.1 0.0 0.0
P -0.988 3.655 0.355 0.2 -0.2 -0.1
O -0.720 4.283 -0.928 0.0 0.4 0.0
O -1.867 2.336 0.307 0.1 0.0 0.2
C -3.122 2.407 -0.367 -0.2 0.0 -0.1
O 0.286 3.197 1.159 -0.2 -0.1 0.0
C 0.128 2.511 2.405 0.0 -0.2 0.1
H -3.068 5.783 0.292 0.0 0.0 -0.1
H -2.482 6.464 1.825 0.0 -0.1 0.1
H -1.402 6.399 0.419 0.0 -0.1 -0.1
H -3.038 2.987 -1.287 0.1 0.0 0.0
H -3.872 2.854 0.291 0.0 0.0 0.0
H -3.423 1.393 -0.617 0.1 0.0 0.0
H -0.346 1.543 2.254 0.0 0.0 0.0
H -0.462 3.110 3.102 0.0 0.0 0.0
H 1.118 2.354 2.827 0.1 0.1 -0.1
C -2.837 1.216 5.323 0.0 0.2 0.0
O -2.375 -0.068 5.771 0.0 0.0 -0.1
P -1.583 -0.991 4.735 0.0 -0.1 0.1
O -1.333 -0.373 3.440 0.1 0.2 -0.1
O -2.435 -2.330 4.700 0.1 -0.1 0.1
C -3.704 -2.284 4.041 -0.2 0.0 -0.1
O -0.292 -1.432 5.523 -0.1 -0.1 0.0
C -0.427 -2.112 6.775 0.1 -0.1 0.2
H -3.704 1.097 4.675 0.0 0.0 0.0
H -3.122 1.787 6.203 0.0 -0.1 0.1
H -2.052 1.750 4.791 0.0 -0.1 -0.1
H -3.645 -1.701 3.122 0.1 0.0 0.0
H -4.452 -1.851 4.708 0.0 0.0 0.0
H -3.989 -3.303 3.796 0.1 0.0 0.0
H -0.899 -3.083 6.632 0.0 0.0 0.0
H -1.009 -1.515 7.478 0.0 0.0 0.0
H 0.572 -2.260 7.178 0.0 0.1 -0.1
C 1.030 -3.327 0.594 0.0 0.1 0.1
O 1.398 -3.320 -0.790 0.0 -0.3 0.1
P 0.698 -4.358 -1.780 0.0 0.4 -0.1
O -0.336 -5.189 -1.165 -0.1 -0.1 0.1
O 1.927 -5.162 -2.398 -0.1 0.0 -0.1
C 2.612 -6.070 -1.540 0.1 0.0 0.1
O 0.216 -3.482 -2.983 0.1 -0.3 -0.1
C 1.169 -2.679 -3.712 0.2 0.2 -0.3
H 1.473 -4.188 1.097 -0.1 0.0 0.0
H 1.414 -2.413 1.040 0.1 0.0 -0.1
H -0.052 -3.349 0.710 0.0 -0.1 0.0
H 1.909 -6.625 -0.917 0.0 0.0 0.0
H 3.316 -5.524 -0.909 0.0 0.0 0.0
H 3.162 -6.771 -2.164 0.0 0.1 -0.1
H 1.884 -3.320 -4.228 0.0 -0.1 0.1
H 1.689 -1.996 -3.043 -0.1 0.0 0.0
H 0.624 -2.095 -4.447 -0.2 0.0 0.1

4.
68
Properties=species:S:1:pos:R:3:forces:R:3 method="wB97M-V/def2-TZVPD" total_charge=0 e_above_lowest_kj_mol=34.2 max_force_ha_per_bohr=0.045 gap_ev=9.054 energy_ha=-3824.0873 homo_ev=-9.14
K -19.383 -4.313 2.095 0.2 0.0 -0.2
K -15.300 -1.464 -1.052 0.0 0.0 0.1
K -18.444 -5.890 -2.544 0.1 -0.3 -0.4
P -17.506 -3.849 -0.448 0.7 0.2 -0.4
O -18.931 -3.256 -0.560 0.6 0.3 -0.4
O -16.688 -3.766 -1.797 -1.1 -0.5 0.9
O -17.688 -5.322 0.006 0.2 0.5 -0.1
O -16.705 -3.022 0.538 0.3 0.1 0.7
C -13.938 -4.387 2.268 1.1 -1.1 -0.9
C -14.754 -5.556 1.696 -0.6 -0.9 2.1
O -16.040 -5.805 2.349 -0.4 1.0 -1.4
O -14.433 -3.096 2.283 -0.7 0.9 0.1
H -13.029 -4.397 1.645 0.0 -0.1 -0.2
H -13.534 -4.670 3.245 -0.6 0.2 0.3
H -14.237 -6.443 2.078 0.7 0.1 -0.7
H -14.864 -5.616 0.616 0.1 0.4 0.0
H -16.684 -5.678 1.614 0.3 -0.1 0.7
H -15.271 -3.038 1.800 -0.1 -0.3 0.0
C -18.836 -8.577 0.502 1.0 -1.1 0.5
C -17.401 -8.695 0.023 0.8 1.1 1.1
O -16.989 -7.669 -0.877 -0.5 -1.0 -2.0
O -18.962 -7.354 1.155 -1.1 0.7 0.1
H -18.945 -9.335 1.285 -0.1 -0.1 -0.1
H -19.571 -8.838 -0.269 -0.1 0.6 -0.1
H -17.163 -9.708 -0.301 0.1 0.3 -0.7
H -16.754 -8.464 0.877 -0.3 -0.7 0.5
H -17.083 -6.760 -0.535 0.1 -0.1 0.8
H -18.577 -6.666 0.590 0.0 0.3 0.0
C -22.105 -2.812 0.071 0.6 -0.9 -0.8
C -22.070 -1.685 -0.952 -1.0 0.5 -0.4
O -20.972 -0.767 -0.921 -0.6 -0.7 0.4
O -21.403 -3.950 -0.458 -0.5 -0.2 0.7
H -23.118 -3.177 0.237 -0.2 0.3 -0.2
H -21.713 -2.566 1.063 0.1 0.5 0.0
H -23.014 -1.131 -0.946 0.2 0.6 0.8
H -22.204 -2.138 -1.940 0.7 -0.4 -0.1
H -20.198 -1.273 -0.641 0.2 0.0 -0.3
H -20.463 -3.712 -0.596 0.1 0.1 0.0
C -14.115 -5.582 -3.475 -1.4 0.5 0.5
C -13.485 -4.469 -2.676 1.0 0.0 0.2
O -13.982 -4.205 -1.360 0.0 -0.4 -0.5
O -15.494 -5.238 -3.610 -0.2 -0.7 -1.1
H -14.091 -6.599 -3.077 0.6 0.1 0.3
H -13.638 -5.555 -4.456 -0.1 -0.1 -0.1
H -13.633 -3.570 -3.283 0.2 0.1 -0.1
H -12.420 -4.693 -2.592 0.1 0.3 0.2
H -14.954 -4.175 -1.441 -0.1 0.1 0.3
H -15.820 -4.795 -2.814 -0.2 0.2 0.1
C -17.504 -0.357 2.446 -0.6 -0.3 0.4
C -18.203 0.255 1.250 -0.3 0.4 0.5
O -17.924 -0.409 0.029 0.4 0.4 0.0
O -17.741 -1.741 2.501 -0.8 -0.3 0.3
H -18.000 0.066 3.325 0.3 0.1 0.1
H -16.429 -0.174 2.542 0.0 0.3 -0.4
H -17.955 1.319 1.249 0.2 0.0 -0.7
H -19.288 0.226 1.402 0.0 -0.1 0.2
H -18.221 -1.323 0.166 0.1 -0.1 -0.4
H -17.428 -2.148 1.664 0.6 -0.3 0.1
C -19.102 -2.319 -4.154 1.1 0.7 1.1
C -18.141 -1.291 -3.487 -0.2 0.9 0.0
O -16.761 -1.664 -3.493 0.0 -0.1 -0.3
O -19.147 -3.514 -3.379 0.0 -0.6 -1.1
H -18.653 -2.437 -5.142 -0.1 -0.8 0.0
H -20.140 -2.008 -4.277 0.2 0.7 0.1
H -18.388 -0.966 -2.471 -0.6 -0.6 0.1
H -18.151 -0.338 -4.022 -0.3 -0.2 -0.4
H -16.657 -2.485 -2.981 -0.4 -0.4 -0.1
H -18.840 -3.349 -2.480 -0.2 0.6 0.3

5.
71
Properties=species:S:1:pos:R:3:forces:R:3 method="wB97M-V/def2-TZVPD" total_charge=-1 spin_multiplicity=2 e_above_lowest_kj_mol=0.0 max_force_ha_per_bohr=0.010 s2=0.97 gap_ev="6.894 / 6.336" energy_ha=-5405.3248 homo_ev="-4.81 / -4.25"
Mn -0.017 0.282 -0.600 0.1 -0.2 0.5
C 3.619 2.646 -0.433 0.0 -0.1 0.0
C 3.220 3.914 -0.034 -0.1 0.1 0.1
C 1.961 4.066 0.492 0.1 0.1 0.0
C 1.095 2.965 0.583 -0.1 0.0 0.1
N 1.447 1.757 0.107 0.1 -0.1 -0.1
C 2.705 1.619 -0.347 0.0 0.0 0.0
N -0.070 3.206 1.297 0.2 0.2 0.0
C -1.066 2.393 1.348 0.0 0.0 0.1
N -1.261 1.223 0.688 -0.2 0.1 -0.2
C -2.454 0.687 1.094 0.0 0.1 0.1
N -3.092 -0.337 0.666 -0.1 -0.3 -0.1
C -2.771 -0.994 -0.510 -0.1 0.0 0.0
C -3.723 -1.929 -0.944 0.0 0.0 0.0
C -3.627 -2.477 -2.201 -0.1 0.0 0.1
C -2.591 -2.063 -3.028 0.0 0.0 -0.1
C -1.658 -1.187 -2.518 0.0 0.0 0.0
N -1.699 -0.704 -1.265 0.1 -0.1 -0.1
C -3.034 1.544 2.165 0.0 -0.1 -0.1
C -4.180 1.427 2.925 0.0 0.0 0.0
C -4.453 2.444 3.834 0.0 0.0 0.0
C -3.604 3.543 3.959 0.1 0.0 0.0
C -2.455 3.650 3.182 0.0 0.1 0.0
C -2.193 2.629 2.292 0.1 0.1 0.0
H 4.606 2.453 -0.830 0.0 0.0 0.0
H 3.888 4.763 -0.118 0.0 0.0 0.0
H 1.599 5.015 0.860 0.0 0.0 0.0
H 2.968 0.629 -0.677 0.0 0.0 0.0
H -4.541 -2.152 -0.274 0.0 0.0 0.0
H -4.366 -3.188 -2.550 0.0 0.0 0.0
H -2.495 -2.414 -4.046 0.0 0.0 0.0
H -0.841 -0.822 -3.116 0.1 0.0 0.0
H -4.832 0.571 2.807 0.0 0.0 0.0
H -5.340 2.388 4.453 0.0 0.0 0.0
H -3.849 4.323 4.669 0.0 0.0 0.0
H -1.785 4.497 3.261 0.0 0.0 0.0
C 1.858 0.991 3.726 0.0 0.0 -0.1
N 1.015 0.282 2.795 -0.1 -0.1 0.0
C 1.034 -1.038 2.554 0.0 0.0 0.0
S 0.187 -1.687 1.246 0.0 0.1 -0.1
N 1.766 -1.784 3.411 0.0 0.0 -0.1
C 1.895 -3.225 3.352 0.0 0.0 0.0
H 1.612 2.048 3.656 0.0 0.0 0.0
H 2.922 0.868 3.493 0.0 0.0 0.0
H 1.677 0.676 4.758 0.0 0.0 0.0
H 0.556 0.804 2.068 -0.1 0.1 -0.1
H 2.204 -1.310 4.179 0.0 0.0 0.0
H 1.567 -3.559 2.371 0.0 0.0 0.0
H 1.281 -3.714 4.111 0.0 0.0 0.0
H 2.937 -3.509 3.496 0.0 0.0 0.0
F -1.868 2.588 -3.393 0.0 0.0 0.0
B -0.536 2.186 -3.389 0.0 0.0 0.0
F 0.318 3.220 -3.759 -0.1 -0.1 0.0
F -0.346 1.058 -4.200 0.0 0.1 0.0
F -0.191 1.811 -2.020 0.0 0.1 0.0
C 3.272 -3.113 -3.000 0.1 0.0 0.0
Ge 1.424 -2.453 -2.722 -0.1 -0.1 0.1
C 0.485 -3.936 -1.819 -0.1 0.0 0.0
C 0.698 -2.282 -4.555 0.0 -0.1 0.0
C 1.457 -0.841 -1.656 0.0 0.1 -0.1
H 3.290 -4.023 -3.606 0.0 0.0 0.0
H 3.744 -3.327 -2.037 0.0 0.0 0.0
H 3.867 -2.349 -3.506 0.0 0.0 0.0
H 0.677 -4.887 -2.324 0.0 0.0 0.0
H -0.595 -3.764 -1.803 0.1 0.0 0.0
H 0.827 -4.013 -0.785 0.0 0.0 0.0
H 1.346 -2.809 -5.259 0.0 0.0 0.0
H 0.637 -1.236 -4.859 0.0 0.0 0.0
H -0.299 -2.720 -4.628 0.1 0.0 0.0
H 2.072 -0.155 -2.259 -0.1 0.0 -0.1
H 2.101 -1.165 -0.820 0.1 0.0 0.0